No. 1
Here is a 25-piece molecular cluster, C24H96F2NO28S2 overall at a distorted geometry from the Open Molecules 2025 dataset. Energies are from the ωB97M-V functional and the def2-TZVPD basis.

Positions of all 153 atoms, in Å:
1 N 0.97454 -0.41379 -0.74271
2 S 0.96307 0.33779 0.53068
3 O 0.58356 -0.35796 1.76196
4 O 0.77454 1.79190 0.38270
5 F 2.57859 0.41942 0.81426
6 S -0.77293 -0.21372 -0.90118
7 O -1.13888 1.10993 -1.47145
8 O -1.50108 -0.87221 0.16014
9 F -1.00394 -1.16601 -2.15528
10 C 3.81992 0.62397 5.50504
11 O 4.88632 -0.22351 5.18444
12 H 3.22628 0.00191 6.17491
13 H 4.14977 1.54837 5.97915
14 H 3.12827 0.86241 4.69704
15 H 4.61276 -0.89593 4.55627
16 C -5.19107 -3.35005 -2.52544
17 O -5.24032 -4.68652 -2.84255
18 H -4.22686 -3.01152 -2.14624
19 H -5.64985 -2.67943 -3.25200
20 H -5.74189 -3.31478 -1.58551
21 H -4.76605 -5.20816 -2.19097
22 C -0.23967 -3.50284 1.28377
23 O 1.16015 -3.69158 1.03136
24 H -0.44568 -2.59538 1.85138
25 H -0.80993 -3.37635 0.36350
26 H -0.53546 -4.42031 1.79255
27 H 1.37397 -3.03718 0.36229
28 C 4.23504 4.36162 4.29549
29 O 4.82456 5.26169 3.42764
30 H 4.11377 4.82258 5.27575
31 H 3.25154 4.20799 3.85138
32 H 4.79423 3.42630 4.31962
33 H 5.33948 4.76165 2.79014
34 C -2.44209 -0.32879 -4.83048
35 O -3.27312 0.18607 -5.84153
36 H -1.65417 -1.02811 -5.11019
37 H -1.93523 0.53098 -4.39234
38 H -2.99922 -0.78193 -4.01049
39 H -2.85626 0.65382 -6.56889
40 C 5.78525 -0.51913 -1.21399
41 O 5.14017 0.11767 -2.33877
42 H 6.03820 -1.54004 -1.50010
43 H 6.69170 0.04351 -0.99065
44 H 5.20300 -0.58932 -0.29521
45 H 4.19697 0.26849 -2.24274
46 C -2.05241 4.23076 0.24282
47 O -2.02551 5.37706 -0.57947
48 H -1.41751 4.29262 1.12667
49 H -3.03745 3.91947 0.59051
50 H -1.71834 3.38191 -0.35380
51 H -1.11932 5.68884 -0.63612
52 C -3.93407 3.35673 -3.26883
53 O -3.93722 4.50045 -2.44364
54 H -3.24216 2.62814 -2.84630
55 H -4.91226 2.87823 -3.31646
56 H -3.53619 3.73414 -4.21082
57 H -3.25762 4.56308 -1.76850
58 C 0.70332 -2.04106 4.54268
59 O 1.54549 -2.94808 3.88753
60 H 1.30442 -1.38912 5.17651
61 H 0.18862 -1.42479 3.80552
62 H -0.06666 -2.58092 5.09385
63 H 1.37205 -2.84542 2.94892
64 C -2.38833 -6.40101 -1.09970
65 O -3.36241 -6.62807 -2.03247
66 H -1.54281 -7.08625 -1.16004
67 H -2.11780 -5.36602 -1.30878
68 H -2.83461 -6.35368 -0.10638
69 H -3.82517 -7.43265 -1.78733
70 C -2.10155 1.22980 3.52311
71 O -2.85682 2.39350 3.25277
72 H -1.14070 1.39358 3.03522
73 H -1.99387 0.92599 4.56437
74 H -2.45766 0.42602 2.87873
75 H -2.30544 3.05375 3.67897
76 C -3.20799 -4.09620 -5.25092
77 O -3.90316 -5.35055 -5.28064
78 H -3.91621 -3.26786 -5.27024
79 H -2.60622 -4.06243 -4.34271
80 H -2.45854 -4.05745 -6.04145
81 H -4.51704 -5.47707 -4.55348
82 C 4.37647 3.55040 -1.58013
83 O 3.43406 3.36068 -2.59227
84 H 4.07660 4.32695 -0.87647
85 H 4.46760 2.52537 -1.22081
86 H 5.35712 3.81515 -1.97551
87 H 3.17724 2.43614 -2.62206
88 C -2.03014 5.16783 4.78441
89 O -1.22533 4.38808 3.93786
90 H -1.46660 5.13182 5.71673
91 H -2.42959 6.08402 4.34950
92 H -2.96304 4.65537 5.01932
93 H -0.63444 4.94713 3.42805
94 C 0.01304 3.93867 -3.31525
95 O 1.05195 4.80329 -3.73753
96 H -0.97768 4.38998 -3.26143
97 H -0.05156 3.01618 -3.89226
98 H 0.05456 3.55727 -2.29500
99 H 1.87160 4.44301 -3.39116
100 C -5.86192 -0.28469 -1.21755
101 O -6.80474 -1.20082 -0.75058
102 H -4.83432 -0.57786 -1.00262
103 H -5.90825 -0.25503 -2.30616
104 H -6.18444 0.67408 -0.81153
105 H -7.59314 -1.12671 -1.29327
106 C 3.24031 -2.56121 -1.69034
107 O 1.81161 -2.51141 -1.89776
108 H 3.49635 -1.97858 -0.80542
109 H 3.57131 -3.59889 -1.64828
110 H 3.74621 -2.10956 -2.54367
111 H 1.45600 -1.70051 -1.52682
112 C 0.77152 -3.23358 -5.10599
113 O 1.97459 -3.58433 -4.54201
114 H 0.50884 -3.91246 -5.91729
115 H 0.03302 -3.43333 -4.32957
116 H 0.87707 -2.17662 -5.35051
117 H 1.92683 -3.27386 -3.63486
118 C 6.39109 2.41751 1.28401
119 O 6.90120 3.49743 2.07632
120 H 5.32685 2.47356 1.05521
121 H 7.02831 2.42214 0.39968
122 H 6.65490 1.48028 1.77400
123 H 7.06670 4.27513 1.53837
124 C 4.40421 -2.44775 2.38647
125 O 4.12794 -2.45154 3.68098
126 H 3.59695 -1.87932 1.92461
127 H 5.29017 -1.88747 2.08772
128 H 4.40098 -3.44397 1.94415
129 H 3.19030 -2.60753 3.81550
130 C -2.81536 -3.77189 4.74197
131 O -3.16406 -2.40018 4.41233
132 H -2.82828 -3.81732 5.83094
133 H -3.44729 -4.53247 4.28340
134 H -1.79921 -3.88156 4.36315
135 H -3.82674 -2.11068 5.04372
136 C -4.26622 -2.62413 1.63421
137 O -5.20723 -3.27997 0.78358
138 H -3.52080 -2.05253 1.08130
139 H -4.76112 -1.99266 2.37207
140 H -3.65776 -3.44652 2.01043
141 H -5.89585 -2.66863 0.51211
142 C 1.75869 0.42132 -3.81890
143 O 2.31122 0.80041 -2.59633
144 H 1.84417 -0.66360 -3.87999
145 H 0.72412 0.72207 -3.65363
146 H 2.24419 0.85022 -4.69550
147 H 1.78924 0.43050 -1.88059
148 C 1.22898 4.99021 1.74777
149 O 0.40793 5.96878 2.38857
150 H 2.27207 4.97137 2.06351
151 H 0.89597 3.98001 1.98589
152 H 1.29168 5.14965 0.67132
153 H 0.97052 6.71819 2.59705

- Spin multiplicity: 1
- Calculated total energy: -4129.129758 Ha
- Total charge: -1
- F_max: 12.33 eV/A
- Lowest unoccupied orbital energy: 1.68 eV
- HOMO: -7.667 eV



No. 2
Here is C25H14BrF5N4O4Zn as an isolated structure from the Open Molecules 2025 dataset. Energies are from the ωB97M-V functional and the def2-TZVPD basis.

Positions of all 54 atoms, in Å:
1 Zn -0.90005 0.70724 0.68123
2 O 3.97877 0.46454 -1.62887
3 C 3.38575 1.50910 -2.22870
4 C 4.03832 2.07301 -3.32813
5 C 3.48156 3.13864 -4.00288
6 C 2.25929 3.67398 -3.60143
7 C 1.61458 3.12221 -2.51366
8 C 2.15376 2.04380 -1.80948
9 C 1.40122 1.50997 -0.65152
10 O 0.29001 2.06382 -0.32665
11 N 1.91889 0.47839 -0.01611
12 N 1.05936 0.09232 0.99545
13 C 1.49754 -0.54435 2.00930
14 C 0.66441 -0.87962 3.15133
15 C 1.23394 -1.71982 4.12246
16 C 0.58314 -2.04214 5.28887
17 C -0.67987 -1.48508 5.51602
18 C -1.25898 -0.64623 4.59496
19 C -0.62325 -0.31672 3.37750
20 O -1.25470 0.48109 2.55376
21 H 3.38658 0.18524 -0.88515
22 H 4.98420 1.64472 -3.63001
23 H 4.00470 3.56158 -4.85125
24 H 1.82519 4.50980 -4.13245
25 H 0.66605 3.51415 -2.17262
26 H 2.55689 -0.80803 2.04457
27 H 2.22441 -2.11726 3.92862
28 H 1.03941 -2.69501 6.01871
29 H -1.20859 -1.71384 6.43309
30 H -2.23544 -0.21270 4.76558
31 F -1.84461 -2.06550 1.42347
32 C -1.12019 -2.87188 0.65989
33 C -0.53125 -2.38930 -0.50807
34 C 0.17598 -3.28458 -1.31623
35 F 0.73344 -2.92140 -2.45982
36 C 0.30754 -4.60876 -0.93935
37 F 0.97922 -5.45718 -1.71124
38 C -0.26407 -5.06010 0.24282
39 F -0.13198 -6.32873 0.59433
40 C -0.98546 -4.19052 1.04762
41 F -1.54852 -4.62695 2.16752
42 Br -4.00677 -0.67920 -0.46139
43 C -3.52710 1.06675 -0.99902
44 C -4.19142 1.63078 -2.07405
45 C -3.87501 2.93345 -2.41485
46 C -2.93419 3.61933 -1.66260
47 C -2.31444 2.95960 -0.62142
48 N -2.59260 1.68703 -0.29530
49 H -4.93582 1.06200 -2.60934
50 H -4.36351 3.40672 -3.25598
51 H -2.66824 4.64198 -1.88238
52 H -1.55727 3.44251 -0.02226
53 O -0.17286 -0.56925 -1.79836
54 N -0.71797 -0.98959 -0.80653

- Spin multiplicity: 1
- Calculated total energy: -6333.688616 Ha
- ΔE to the lowest compared entry with this formula, charge and spin: 0.431 eV
- F_max: 0.69 eV/A
- Lowest unoccupied orbital energy: -1.87 eV
- HOMO: -7.553 eV